(1)
A molecular structure, C33H35F12N2O5PW, computed with ωB97M-V/def2-TZVPD.

Output
HOMO level	-0.49131	hartree
total charge	+2
electronic energy	-91720.672	eV
molar mass	982.4	g mol⁻¹
2S+1	1

Geometry (Å):
W 1.827 0.251 0.029
C 4.287 0.357 -0.022
C 3.864 0.463 1.334
C 3.268 -0.755 1.702
C 3.271 -1.607 0.566
C 3.960 -0.928 -0.470
H 4.747 1.141 -0.604
H 3.962 1.341 1.952
H 2.858 -1.006 2.663
H 2.900 -2.619 0.534
H 4.106 -1.298 -1.472
C -3.629 -1.339 -4.344
C -2.663 -0.707 -3.386
C -3.022 0.343 -2.552
C -2.125 0.903 -1.662
C -0.807 0.449 -1.530
N 0.049 1.025 -0.533
C -0.465 2.130 0.240
C -1.632 2.018 0.991
C -2.118 3.087 1.723
C -1.443 4.304 1.749
C -1.995 5.494 2.480
C -0.233 4.385 1.070
C 0.268 3.314 0.337
C 1.647 3.310 -0.278
O 2.301 2.100 0.050
C 1.625 3.479 -1.838
F 2.472 2.611 -2.411
F 1.986 4.706 -2.196
F 0.407 3.257 -2.331
C 2.619 4.344 0.363
F 3.839 4.185 -0.154
F 2.698 4.094 1.684
F 2.256 5.609 0.206
C -0.404 -0.543 -2.461
C -1.334 -1.093 -3.346
C 1.059 -0.732 -2.793
O 1.851 -0.271 -1.744
C 1.612 -2.177 -3.021
F 1.738 -2.795 -1.824
F 0.856 -2.948 -3.789
F 2.836 -2.130 -3.543
C 1.410 0.125 -4.063
F 2.705 0.421 -4.108
F 0.721 1.259 -4.066
F 1.082 -0.572 -5.154
H -4.585 -0.821 -4.341
H -3.238 -1.321 -5.362
H -3.815 -2.382 -4.084
H -4.023 0.754 -2.606
H -2.471 1.742 -1.083
H -2.171 1.087 0.997
H -3.043 2.976 2.275
H -2.735 5.196 3.221
H -1.208 6.056 2.982
H -2.482 6.175 1.781
H 0.319 5.312 1.123
H -0.992 -1.812 -4.077
C 0.498 1.953 4.269
C 0.816 1.286 3.020
N 1.044 0.751 2.037
H -0.015 2.885 4.032
H 1.418 2.155 4.817
H -0.154 1.304 4.855
C -1.615 -4.966 -0.530
C -0.910 -3.711 -0.967
O -0.234 -3.161 0.216
P 0.103 -1.753 0.817
O -1.269 -1.062 1.137
C -2.645 -1.530 0.933
C -3.254 -2.035 2.213
O 0.790 -2.141 2.183
C 0.267 -3.089 3.171
C 0.861 -4.460 2.978
H -2.125 -5.407 -1.387
H -2.362 -4.759 0.237
H -0.909 -5.700 -0.145
H -1.594 -2.962 -1.362
H -0.148 -3.912 -1.706
H -2.645 -2.288 0.154
H -3.173 -0.662 0.546
H -2.807 -2.975 2.534
H -4.316 -2.221 2.050
H -3.160 -1.300 3.012
H -0.820 -3.086 3.113
H 0.553 -2.665 4.132
H 0.566 -4.899 2.027
H 0.516 -5.113 3.779
H 1.949 -4.423 3.030

Atomic partial charges in e from the Mulliken method, atoms 1 to 2: number 1, W, carries 1.35; number 2, C, carries -0.12

***

(2)
A single C4H8O2 molecule, computed with ωB97M-V/def2-TZVPD.

Output
SMILES	C[C@H]1O[C@H]1CO
HOMO level	-0.37734	hartree
electronic energy	-8371.175	eV
molar mass	88.1	g mol⁻¹
2S+1	1

Geometry (Å):
C 1.855 0.388 -0.052
C 0.851 -0.590 0.481
O -0.212 -0.164 1.319
C -0.535 -0.716 0.026
C -1.388 0.288 -0.712
O -2.511 0.462 0.128
H 1.391 1.249 -0.539
H 2.468 -0.144 -0.786
H 2.511 0.745 0.747
H 1.288 -1.508 0.876
H -0.985 -1.710 0.052
H -1.752 -0.076 -1.677
H -0.863 1.241 -0.875
H -2.120 0.536 1.013

Atomic partial charges in e from the Mulliken method, atoms 1 to 2: number 1, C, carries -1.15; number 2, C, carries 0.20

***

(3)
2 unconnected molecules or ions with the total composition C15H34N2O4PS in a non-equilibrium geometry, computed with ωB97M-V/def2-TZVPD.

Output
HOMO level	-0.39281	hartree
total charge	+1
electronic energy	-47396.506	eV
molar mass	369.5	g mol⁻¹
2S+1	1

Geometry (Å):
N -3.658 -5.152 -1.416
C -3.378 -6.442 -2.082
C -1.911 -6.792 -1.860
C -0.986 -6.103 -2.870
C 0.299 -5.644 -2.150
C 1.054 -4.610 -2.933
O 1.940 -4.908 -3.604
O 0.606 -3.340 -2.823
C 1.590 -2.361 -3.044
P 1.331 -1.089 -1.716
O 2.685 -0.216 -1.555
O 1.161 -1.925 -0.337
S -0.214 0.005 -2.040
H -4.459 -4.685 -1.816
H -3.824 -5.352 -0.440
H -3.626 -6.399 -3.135
H -4.029 -7.200 -1.647
H -1.672 -6.491 -0.849
H -1.830 -7.872 -1.914
H -1.488 -5.297 -3.390
H -0.690 -6.861 -3.581
H 0.030 -5.234 -1.183
H 0.952 -6.490 -2.051
H 1.457 -1.824 -3.971
H 2.608 -2.727 -2.954
H 2.813 -0.100 -0.601
H 1.933 -2.514 -0.255
C 0.440 0.656 2.266
C 0.177 1.828 3.205
C -0.870 2.798 2.655
C -0.547 3.563 1.380
N 0.704 4.419 1.367
C 0.491 5.566 0.390
C -0.222 6.628 1.200
C 0.436 6.541 2.578
C 1.015 5.124 2.676
C 1.879 3.620 0.899
H 0.741 0.993 1.271
H 1.238 0.024 2.657
H -0.450 0.038 2.154
H 1.114 2.341 3.441
H -0.188 1.441 4.158
H -1.159 3.502 3.441
H -1.782 2.231 2.446
H -1.383 4.230 1.175
H -0.466 2.888 0.527
H 1.474 5.912 0.072
H -0.070 5.204 -0.469
H -1.288 6.412 1.272
H -0.124 7.616 0.756
H -0.277 6.744 3.374
H 1.237 7.272 2.676
H 0.618 4.563 3.513
H 2.097 5.158 2.774
H 1.637 3.182 -0.067
H 2.100 2.847 1.628
H 2.734 4.284 0.804

Atomic partial charges in e from the Mulliken method, atoms 1 to 2: number 1, N, carries -0.54; number 2, C, carries -0.78

***

(4)
2 unconnected molecules or ions with the total composition C5H8N in a non-equilibrium geometry, computed with ωB97M-V/def2-TZVPD.

Output
HOMO level (spin up / spin down)	-0.52996 / -0.51300	hartree
total charge	+1
electronic energy	-6789.096	eV
molar mass	82.1	g mol⁻¹
2S+1	1

Geometry (Å):
C 3.750 -0.249 0.185
C 2.634 -0.037 -0.157
C -1.729 -0.008 -0.218
C -0.709 -1.117 -0.057
C 0.320 1.289 -0.080
N -0.443 0.257 0.490
H 4.696 -0.771 0.248
H -1.753 0.480 -1.202
H -2.618 -0.171 0.382
H -0.786 -1.768 0.830
H -0.230 -1.330 -0.964
H 0.084 1.515 -1.065
H 1.148 1.735 0.443
H -0.234 0.344 1.480

Atomic partial charges in e from the Mulliken method, atoms 1 to 2: number 1, C, carries 0.05; number 2, C, carries -0.49

***

(5)
A molecular structure, C35H24BaClN5O10S2 in a non-equilibrium geometry, computed with ωB97M-V/def2-TZVPD.

Output
HOMO level	-0.05274	hartree
total charge	-2
electronic energy	-99500.409	eV
molar mass	911.5	g mol⁻¹
2S+1	1

Geometry (Å):
Ba -1.208 0.194 0.892
C 1.986 -4.082 -0.733
C 0.738 -3.435 -0.714
N 0.364 -2.567 -1.625
C 1.211 -2.269 -2.621
C 2.476 -2.880 -2.751
C 2.848 -3.811 -1.762
C 3.323 -2.553 -3.854
C 2.941 -1.642 -4.778
C 1.686 -0.967 -4.663
C 1.279 0.027 -5.570
C 0.082 0.667 -5.375
C -0.705 0.300 -4.272
N -0.365 -0.646 -3.428
C 0.813 -1.268 -3.593
H 2.239 -4.779 0.054
H 0.023 -3.643 0.074
H 3.815 -4.297 -1.831
H 4.285 -3.050 -3.925
H 3.585 -1.386 -5.612
H 1.923 0.275 -6.407
H -0.254 1.447 -6.044
H -1.643 0.802 -4.062
O 0.993 -5.052 3.937
C 0.443 -4.009 3.619
C 0.956 -2.621 3.864
O 1.788 -2.303 4.702
C 0.271 -1.766 2.878
C -0.769 -2.536 2.247
O -1.476 -2.088 1.289
C -0.821 -3.875 2.830
O -1.695 -4.729 2.696
O 0.528 -0.569 2.579
C 0.101 6.241 -2.163
C -1.087 6.082 -1.255
C -2.291 6.699 -1.569
C -3.399 6.520 -0.761
Cl -4.879 7.335 -1.177
C -3.348 5.715 0.362
C -2.140 5.129 0.700
C -1.015 5.315 -0.089
O 0.196 4.861 0.364
C 0.746 3.651 -0.154
C 0.115 2.345 0.381
O 0.521 1.302 -0.175
O -0.684 2.426 1.333
H 0.044 7.181 -2.713
H 0.122 5.425 -2.890
H 1.028 6.211 -1.591
H -2.366 7.322 -2.452
H -4.234 5.538 0.955
H -2.056 4.506 1.580
H 1.777 3.662 0.202
H 0.745 3.604 -1.246
N -6.641 -3.662 -2.366
C -6.080 -2.635 -1.593
C -6.743 -1.418 -1.444
C -6.164 -0.392 -0.716
C -4.929 -0.584 -0.116
C -4.290 -1.816 -0.200
C -4.870 -2.836 -0.928
S -4.058 0.786 0.615
O -5.019 1.835 0.875
O -3.354 0.285 1.771
N -2.973 1.187 -0.482
C -3.279 2.007 -1.506
S -4.936 2.624 -1.834
C -4.344 3.370 -3.280
C -3.016 3.163 -3.387
N -2.427 2.403 -2.413
H -7.219 -3.329 -3.121
H -5.961 -4.335 -2.681
H -7.708 -1.279 -1.919
H -6.655 0.567 -0.623
H -3.343 -1.979 0.306
H -4.372 -3.796 -0.994
H -4.992 3.952 -3.915
H -2.388 3.546 -4.182

Atomic partial charges in e from the Mulliken method, atoms 1 to 2: number 1, Ba, carries 2.67; number 2, C, carries -0.79

***

(6)
A molecular structure, C41H99Br6NO25P6 in a non-equilibrium geometry, computed with ωB97M-V/def2-TZVPD.

Output
<S²>	0.75
HOMO level (spin up / spin down)	-0.03486 / -0.20581	hartree
total charge	-1
electronic energy	-572802.252	eV
molar mass	1671.5	g mol⁻¹
2S+1	2

Geometry (Å):
C -1.983 1.326 1.127
O -2.918 1.453 1.894
N -1.582 0.110 0.750
C -0.627 -0.102 -0.349
C -2.300 -1.130 0.992
H -1.363 2.096 0.643
H 0.057 0.733 -0.502
H -1.172 -0.372 -1.254
H 0.060 -0.934 -0.200
H -1.596 -1.938 1.192
H -2.776 -1.016 1.966
H -3.101 -1.354 0.287
C -5.530 3.300 0.601
Br -7.244 3.603 -0.335
Br -5.820 3.573 2.558
Br -4.316 4.720 -0.139
H -5.155 2.287 0.457
C -6.266 -0.523 1.457
Br -5.757 -0.489 -0.471
Br -6.024 -2.384 2.159
Br -8.028 0.200 1.696
H -5.581 0.062 2.069
C -2.607 3.420 -6.572
C -1.624 2.467 -5.816
O -1.804 2.609 -4.413
P -0.651 3.131 -3.389
O -0.836 2.707 -1.937
O 0.770 2.615 -4.011
C 1.291 1.390 -3.577
C 2.835 1.570 -3.552
O -0.541 4.711 -3.692
C 0.088 5.615 -2.824
C 1.532 5.202 -2.490
H -3.605 3.308 -6.148
H -2.369 4.473 -6.420
H -2.614 3.286 -7.654
H -1.754 1.412 -6.060
H -0.629 2.764 -6.148
H 0.907 1.015 -2.629
H 1.004 0.593 -4.264
H 3.116 2.241 -2.740
H 3.437 0.665 -3.639
H 3.096 1.983 -4.526
H -0.081 6.605 -3.248
H -0.363 5.645 -1.832
H 1.650 4.142 -2.268
H 2.205 5.303 -3.342
H 1.998 5.784 -1.695
C 3.426 7.278 0.633
C 3.311 5.941 1.337
O 3.522 6.133 2.726
P 2.210 6.343 3.626
O 1.692 7.747 3.499
O 2.751 5.903 5.092
C 2.525 6.692 6.255
C 1.025 6.735 6.651
O 1.192 5.160 3.212
C 0.307 4.557 4.140
C -0.560 3.737 3.244
H 3.808 7.274 -0.388
H 2.435 7.723 0.718
H 4.000 7.931 1.290
H 2.415 5.357 1.128
H 4.213 5.348 1.186
H 3.173 6.328 7.052
H 2.930 7.669 5.990
H 0.551 5.753 6.674
H 0.856 7.260 7.590
H 0.518 7.286 5.859
H 0.881 3.886 4.778
H -0.330 5.264 4.673
H -1.366 3.417 3.903
H -0.987 4.293 2.409
H -0.033 2.865 2.856
C -3.036 -3.623 4.265
C -1.876 -4.428 4.717
O -0.761 -3.894 4.079
P 0.217 -4.852 3.159
O -0.427 -5.184 1.883
O 1.662 -4.120 3.219
C 2.519 -4.040 2.050
C 2.150 -2.749 1.301
O 0.484 -6.154 4.072
C 1.058 -7.313 3.529
C 0.040 -8.395 3.149
H -3.250 -3.686 3.198
H -3.880 -3.923 4.885
H -2.832 -2.585 4.528
H -1.777 -4.214 5.781
H -1.919 -5.506 4.558
H 3.515 -3.923 2.477
H 2.378 -4.954 1.473
H 2.772 -2.564 0.425
H 1.118 -2.630 0.972
H 2.169 -1.915 2.002
H 1.828 -7.084 2.792
H 1.625 -7.660 4.392
H 0.472 -9.361 2.884
H -0.557 -8.735 3.995
H -0.541 -8.013 2.310
C -3.650 0.272 -8.518
C -4.237 -0.079 -7.135
O -4.081 -1.487 -7.058
P -2.798 -2.241 -6.368
O -1.476 -1.695 -6.761
O -3.144 -2.182 -4.738
C -2.520 -1.152 -3.977
C -3.451 -0.782 -2.766
O -3.057 -3.844 -6.783
C -4.341 -4.446 -6.866
C -4.305 -5.966 -6.518
H -3.945 1.286 -8.788
H -2.581 0.092 -8.636
H -4.084 -0.360 -9.294
H -3.802 0.375 -6.245
H -5.312 0.098 -7.156
H -1.524 -1.400 -3.610
H -2.380 -0.218 -4.522
H -2.979 -0.023 -2.141
H -4.397 -0.307 -3.025
H -3.637 -1.652 -2.137
H -5.062 -3.899 -6.259
H -4.687 -4.392 -7.898
H -3.852 -6.595 -7.285
H -3.776 -6.092 -5.574
H -5.332 -6.252 -6.295
C 5.258 -2.105 -2.857
C 3.984 -2.321 -2.032
O 3.103 -3.207 -2.726
P 1.496 -2.946 -2.711
O 1.062 -1.612 -2.238
O 1.115 -3.209 -4.232
C 1.289 -2.372 -5.320
C 2.773 -1.896 -5.418
O 0.882 -4.240 -1.858
C -0.490 -4.137 -1.658
C -1.295 -4.906 -2.782
H 5.799 -2.999 -3.167
H 5.115 -1.396 -3.672
H 6.001 -1.672 -2.187
H 4.252 -2.882 -1.137
H 3.511 -1.374 -1.771
H 1.062 -2.929 -6.229
H 0.596 -1.531 -5.349
H 3.498 -2.708 -5.359
H 2.911 -1.441 -6.399
H 2.975 -1.111 -4.690
H -0.648 -4.522 -0.650
H -0.919 -3.137 -1.603
H -0.930 -5.930 -2.859
H -2.263 -5.029 -2.298
H -1.369 -4.255 -3.653
C -0.281 -0.011 4.664
C 0.626 -1.163 4.942
O 1.624 -0.650 5.819
P 2.964 0.038 5.277
O 3.539 -0.699 4.119
O 3.923 0.141 6.560
C 4.655 -0.948 7.108
C 3.905 -1.393 8.323
O 2.541 1.543 4.964
C 3.485 2.567 4.491
C 4.111 3.271 5.708
H -1.189 -0.489 4.296
H -0.422 0.517 5.607
H 0.102 0.687 3.920
H 0.186 -1.937 5.571
H 0.975 -1.549 3.985
H 4.917 -1.779 6.453
H 5.624 -0.680 7.527
H 2.878 -1.672 8.086
H 4.355 -2.270 8.789
H 3.973 -0.659 9.126
H 4.201 2.005 3.891
H 2.905 3.257 3.878
H 4.748 2.639 6.326
H 4.811 4.050 5.407
H 3.444 3.739 6.432

Atomic partial charges in e from the Mulliken method, atoms 1 to 2: number 1, C, carries 0.03; number 2, O, carries -0.62